C5H4EuLiO6 | ωB97M-V with the def2-TZVPD basis set

Each line ends with the Löwdin charge.
Element x y z (Å)
O: 5.959 4.999 -1.769  0.354
C: 5.057 4.305 -1.676  -0.326
O: 4.155 3.568 -1.573  -0.013
O: 0.870 0.077 -0.699  -0.144
Eu: 2.168 2.137 -1.466  1.904
O: -2.974 0.315 2.300  -0.044
C: -2.693 -0.326 1.263  -0.809
O: -3.200 -0.097 0.139  -0.084
O: -1.865 -1.383 1.418  0.005
C: -1.408 -2.122 0.295  -0.128
C: 0.299 -2.012 0.298  -0.010
C: 0.108 -0.613 -0.062  -0.132
Li: -4.303 1.208 1.153  0.850
H: -2.327 -2.161 -0.313  0.160
H: -1.424 -3.193 0.024  0.133
H: 0.663 -2.628 -0.536  0.133
H: 0.915 -2.075 1.205  0.151

- Spin multiplicity: 9
- Total energy: -1361.56107 Ha
- E_HOMO (alpha / beta): -14.82 / -14.81 eV
- Charge: +2